{"formula": "C3H5NO2", "method": "ωB97M-V/def2-TZVPD", "elements": ["N", "C", "O", "C", "C", "O", "H", "H", "H", "H", "H"], "positions_angstrom": [[-1.323, 0.623, 0.915], [-1.153, -0.365, 0.002], [-2.032, -0.823, -0.722], [0.140, -1.025, -0.177], [1.132, -0.149, -0.857], [1.509, 0.200, 0.499], [-0.526, 1.044, 1.366], [-2.235, 1.045, 1.004], [1.841, -0.614, 0.914], [1.946, -0.624, -1.411], [0.813, 0.780, -1.338]], "lumo_ev": 0.09, "e_homo_ev": -9.2, "relative_energy_kj_mol": 391.9, "max_force_ev_per_a": 0.32, "charge": 0, "energy_ha": -322.42508}